{
  "formula": "C4H7NO2",
  "method": "ωB97M-V/def2-TZVPD",
  "gap_ev": 8.461,
  "e_lumo_ha": -0.0251,
  "e_tot_ev": -9841.3761,
  "de_lowest_kj_mol": 569.6,
  "species": ["C", "C", "C", "C", "O", "N", "O", "H", "H", "H", "H", "H", "H", "H"],
  "xyz": [[-0.826571, -0.270119, 0.699731], [1.163419, -0.081687, -1.073488], [0.527283, 0.290381, 0.240177], [1.325492, 0.819973, 1.213013], [-1.350399, 0.224082, -0.513111], [-2.844772, -0.389459, -0.459954], [-3.299632, -0.743200, -1.515895], [-1.274257, 0.284275, 1.529638], [-0.853597, -1.355440, 0.821959], [0.607743, 0.315175, -1.927132], [2.140574, 0.388861, -1.218670], [1.270608, -1.164246, -1.180033], [2.407074, 0.792817, 1.136204], [1.007034, 0.888586, 2.247561]],
  "forces_ev_per_angstrom": [[1.60, 2.24, -1.76], [-0.31, 0.47, -0.64], [3.40, -0.57, 4.02], [-0.56, -1.50, -0.56], [-5.62, -1.99, -1.17], [-0.56, -0.85, -4.05], [2.46, 1.94, 4.13], [0.35, -0.33, 0.20], [0.00, 0.06, -0.16], [-0.28, -0.38, 0.11], [0.04, -0.20, 0.60], [-0.12, 0.05, -0.04], [0.00, 0.81, -0.57], [-0.41, 0.25, -0.11]]
}